[1]
Here is one molecule with the formula C4H7FS in a non-equilibrium geometry from the Open Molecules 2025 dataset. Energies are from ωB97M-V/def2-TZVPD.

Geometry as ORCA input:
```
! RIJCOSX wB97M-V def2-TZVPD def2/J DEFGRID3
* xyz 0 1
F 0.430 1.891 -0.415
C 0.369 0.874 0.504
C 1.292 -0.197 -0.098
C 0.057 -1.066 -0.467
C -0.833 -0.120 0.401
S -2.461 0.379 -0.089
H 0.640 1.275 1.584
H 1.850 0.151 -0.915
H 1.889 -0.785 0.559
H -0.203 -1.124 -1.504
H -0.010 -2.068 -0.048
H -0.884 -0.547 1.435
H -2.135 1.336 -0.947
*
```

The structure (SMILES) is F[C@@H]1CC[C@@H]1S. For the highest occupied orbital energy, the calculation gives -9.10 eV. The HOMO-LUMO gap is 10.1 eV.

[2]
Here is C4H7FeO2 as an isolated structure in a non-equilibrium geometry from the Open Molecules 2025 dataset. Energies are from ωB97M-V/def2-TZVPD.

Geometry as ORCA input:
```
! RIJCOSX wB97M-V def2-TZVPD def2/J DEFGRID3
* xyz 1 7
O -3.058 -0.702 0.790
C -2.770 -0.027 -0.381
C -1.364 -0.443 -0.871
C -0.432 -0.529 0.350
C 0.948 -0.292 0.032
O 1.882 -0.366 0.862
Fe 3.618 0.243 1.092
H -0.676 0.237 1.111
H -2.735 1.081 -0.228
H -3.483 -0.286 -1.199
H -1.002 0.241 -1.655
H -1.464 -1.448 -1.311
H -1.159 -1.247 1.104
H 1.146 0.263 -0.905
*
```

For the highest occupied orbital energy (spin up / spin down), the calculation gives -12.06 / -13.91 eV. As for the expectation value of S²: 12.008. The HOMO-LUMO gap (spin up / spin down) is 7.1 / 8.2 eV.

[3]
Here is C4H7GaO as an isolated structure in a non-equilibrium geometry from the Open Molecules 2025 dataset. Energies are from ωB97M-V/def2-TZVPD.

Geometry as ORCA input:
```
! RIJCOSX wB97M-V def2-TZVPD def2/J DEFGRID3
* xyz 1 2
H -0.186 0.611 -1.781
C -0.229 -0.987 -0.286
C 0.477 0.179 -1.019
C 0.359 0.941 0.243
O 1.338 1.286 0.972
Ga 3.021 1.072 1.053
H -0.707 -1.617 -1.049
H 0.521 -1.582 0.264
H 1.522 -0.022 -1.285
H -0.766 1.388 0.639
C -1.541 -0.234 0.560
H -2.434 -0.634 0.046
H -1.376 -0.401 1.642
*
```

For the highest occupied orbital energy (spin up / spin down), the calculation gives -13.17 / -14.11 eV. As for the expectation value of S²: 0.756. The HOMO-LUMO gap (spin up / spin down) is 8.1 / 8.9 eV.

Respective ΔE to the lowest compared entry with this formula, charge and spin values: 1.342, 0.621, 0.828 eV.